{
  "formula": "C84H188O21",
  "method": "the ωB97M-V functional and the def2-TZVPD basis",
  "e_lumo_ev": 0.51,
  "orbital_gap_ev": 9.341,
  "elements": ["C", "C", "C", "O", "C", "H", "H", "H", "H", "H", "H", "H", "H", "C", "C", "C", "O", "C", "H", "H", "H", "H", "H", "H", "H", "H", "C", "C", "C", "O", "C", "H", "H", "H", "H", "H", "H", "H", "H", "C", "C", "C", "O", "C", "H", "H", "H", "H", "H", "H", "H", "H", "C", "C", "C", "O", "C", "H", "H", "H", "H", "H", "H", "H", "H", "C", "C", "C", "O", "C", "H", "H", "H", "H", "H", "H", "H", "H", "C", "C", "C", "O", "C", "H", "H", "H", "H", "H", "H", "H", "H", "C", "C", "C", "O", "C", "H", "H", "H", "H", "H", "H", "H", "H", "C", "C", "C", "O", "C", "H", "H", "H", "H", "H", "H", "H", "H", "C", "C", "C", "O", "C", "H", "H", "H", "H", "H", "H", "H", "H", "C", "C", "C", "O", "C", "H", "H", "H", "H", "H", "H", "H", "H", "C", "C", "O", "C", "C", "H", "H", "H", "H", "H", "H", "H", "H", "H", "H", "C", "C", "O", "C", "C", "H", "H", "H", "H", "H", "H", "H", "H", "H", "H", "C", "C", "O", "C", "C", "H", "H", "H", "H", "H", "H", "H", "H", "H", "H", "C", "C", "O", "C", "C", "H", "H", "H", "H", "H", "H", "H", "H", "H", "H", "C", "C", "O", "C", "C", "H", "H", "H", "H", "H", "H", "H", "H", "H", "H", "C", "C", "O", "C", "C", "H", "H", "H", "H", "H", "H", "H", "H", "H", "H", "C", "C", "O", "C", "C", "H", "H", "H", "H", "H", "H", "H", "H", "H", "H", "C", "C", "O", "C", "C", "H", "H", "H", "H", "H", "H", "H", "H", "H", "H", "C", "C", "O", "C", "C", "H", "H", "H", "H", "H", "H", "H", "H", "H", "H", "C", "C", "O", "C", "C", "H", "H", "H", "H", "H", "H", "H", "H", "H", "H"],
  "coordinates": [[-7.7024, -8.6128, -23.7210], [-6.8132, -9.5511, -22.8690], [-6.3622, -10.6133, -23.8251], [-7.2773, -10.6439, -24.9178], [-8.3284, -9.7001, -24.5977], [-7.1743, -7.9346, -24.4025], [-8.3795, -8.0426, -23.1678], [-7.4262, -10.0437, -22.0891], [-5.9373, -9.0960, -22.4017], [-6.3435, -11.6147, -23.4401], [-5.4113, -10.3388, -24.2694], [-9.1589, -10.2635, -24.0984], [-8.7297, -9.2888, -25.5387], [-16.8903, -11.5303, -26.6657], [-18.0689, -10.6176, -26.2775], [-17.4078, -9.3233, -25.8532], [-16.1752, -9.7490, -25.2691], [-15.8266, -11.0924, -25.6198], [-16.4522, -11.3622, -27.6533], [-17.1516, -12.5762, -26.5874], [-18.5984, -10.9640, -25.3825], [-18.7486, -10.4862, -27.0965], [-17.9065, -8.7659, -25.0503], [-17.1687, -8.6442, -26.6622], [-15.8904, -11.7254, -24.8005], [-14.8327, -11.0163, -25.9706], [-7.3982, -15.0502, -27.8934], [-7.6428, -13.5238, -27.8472], [-9.1852, -13.3920, -27.6767], [-9.7825, -14.5648, -28.2425], [-8.8547, -15.6356, -28.1741], [-7.0479, -15.4639, -26.9492], [-6.6235, -15.3200, -28.6622], [-7.2870, -13.0959, -28.7411], [-7.1466, -13.0228, -27.0391], [-9.5399, -12.4849, -28.1785], [-9.4132, -13.3138, -26.5590], [-8.9315, -16.1782, -29.1424], [-9.1720, -16.3043, -27.3469], [-12.9132, -8.4026, -26.4588], [-11.7850, -8.7236, -27.4239], [-10.9297, -7.4883, -27.2477], [-11.1005, -7.0302, -25.8571], [-12.1021, -7.8005, -25.2805], [-13.5214, -9.2888, -26.2066], [-13.5920, -7.6473, -26.7592], [-12.0205, -8.8706, -28.5094], [-11.2140, -9.6126, -27.0565], [-11.3208, -6.6142, -27.8333], [-9.8735, -7.6364, -27.3657], [-12.6646, -7.1147, -24.7119], [-11.7273, -8.5720, -24.5775], [-10.2342, -19.3950, -23.8725], [-11.5510, -18.5882, -23.7086], [-11.2096, -17.2393, -24.3718], [-10.0098, -17.4262, -25.1067], [-9.2183, -18.3567, -24.3550], [-10.3154, -20.1779, -24.6799], [-9.9143, -19.9634, -22.9973], [-11.8528, -18.5675, -22.6789], [-12.3094, -19.1057, -24.3124], [-11.0845, -16.4798, -23.6162], [-12.0389, -16.9036, -25.0020], [-8.6344, -17.8725, -23.6213], [-8.4843, -18.7047, -25.0694], [-13.3199, -14.2319, -30.6060], [-11.9870, -13.4132, -30.4592], [-12.5063, -12.1140, -29.7556], [-13.9509, -12.2327, -29.7257], [-14.3969, -13.1665, -30.6730], [-13.5216, -14.8911, -29.8088], [-13.2616, -14.8474, -31.5305], [-11.5351, -13.2213, -31.4374], [-11.2649, -13.9294, -29.8233], [-12.0864, -11.2942, -30.2724], [-12.2139, -12.0519, -28.6758], [-14.4504, -12.7097, -31.6731], [-15.4436, -13.4888, -30.4515], [-17.3394, -8.6592, -29.6223], [-15.8488, -8.5986, -29.5793], [-15.4785, -9.5498, -30.6963], [-16.6492, -9.8168, -31.4270], [-17.6680, -8.8968, -31.1065], [-17.9124, -7.7867, -29.2932], [-17.7762, -9.5320, -29.1902], [-15.3760, -8.8243, -28.6387], [-15.5328, -7.5638, -29.7221], [-15.1117, -10.4788, -30.2614], [-14.6972, -9.1425, -31.3292], [-18.6122, -9.4445, -31.2940], [-17.6544, -7.9323, -31.6843], [-18.5141, -12.2387, -29.9354], [-19.1655, -13.3747, -29.0748], [-20.0101, -14.0957, -30.0644], [-19.1755, -14.1209, -31.2449], [-18.5297, -12.8679, -31.2889], [-17.5632, -11.9912, -29.5879], [-19.1946, -11.3915, -29.8562], [-19.6913, -12.9751, -28.2420], [-18.3933, -14.0360, -28.7041], [-20.9111, -13.5061, -30.1950], [-20.2527, -15.1566, -29.8243], [-19.0416, -12.2823, -32.0748], [-17.5558, -13.1958, -31.5739], [-18.3173, -14.3479, -23.8270], [-18.9470, -14.7032, -22.4798], [-19.7576, -16.0367, -22.8402], [-19.0772, -16.6062, -23.9991], [-18.5493, -15.5259, -24.7724], [-17.2454, -14.0935, -23.6985], [-18.7934, -13.4951, -24.2712], [-19.7216, -13.9853, -22.1633], [-18.3304, -14.8623, -21.6413], [-20.8467, -15.8639, -23.0206], [-19.5354, -16.7829, -22.0729], [-19.2719, -15.2941, -25.5143], [-17.5933, -15.8210, -25.2326], [-12.4981, -17.4222, -29.0018], [-12.5399, -18.2660, -30.2673], [-13.0797, -19.6054, -29.7569], [-12.5331, -19.7573, -28.4548], [-12.1264, -18.5101, -27.9365], [-13.4683, -17.0012, -28.7670], [-11.8197, -16.5541, -29.0893], [-11.5351, -18.4582, -30.6223], [-13.1365, -17.7822, -31.0709], [-12.8253, -20.4223, -30.4417], [-14.2051, -19.6557, -29.6946], [-11.0343, -18.4520, -27.7056], [-12.5695, -18.3231, -27.0041], [-15.2575, -19.9127, -24.1408], [-15.6176, -18.5075, -23.7037], [-14.8240, -17.6439, -24.6855], [-14.7093, -18.4381, -25.8567], [-15.2395, -19.7749, -25.6866], [-15.9689, -20.7282, -23.8505], [-14.2513, -20.2216, -23.8903], [-15.3544, -18.2803, -22.6687], [-16.7011, -18.4816, -23.8099], [-13.8968, -17.4268, -24.1869], [-15.1954, -16.6941, -24.9872], [-14.5711, -20.4190, -26.2595], [-16.1990, -19.7555, -26.1730], [-13.4026, -14.7419, -22.3235], [-13.5356, -15.4733, -21.0188], [-13.2816, -16.8828, -21.2520], [-13.3559, -17.6202, -20.0701], [-13.1027, -19.0948, -20.3729], [-12.3203, -14.6559, -22.6563], [-13.9829, -15.0966, -23.1502], [-13.6923, -13.7274, -22.2336], [-12.7760, -15.1282, -20.2969], [-14.4914, -15.2954, -20.5363], [-12.6341, -17.1528, -19.3687], [-14.3750, -17.4833, -19.7198], [-13.6563, -19.7797, -19.7136], [-12.0071, -19.2879, -20.3145], [-13.4755, -19.3447, -21.3385], [-17.4792, -17.1890, -20.1376], [-17.1730, -16.0065, -19.2378], [-17.1611, -16.4912, -17.9208], [-16.5816, -15.7121, -16.9110], [-16.1071, -16.4573, -15.6703], [-16.7414, -17.9808, -19.9072], [-18.5125, -17.5864, -20.0675], [-17.3535, -16.9490, -21.1937], [-16.2278, -15.5109, -19.5481], [-17.9913, -15.2879, -19.4108], [-15.7651, -15.1056, -17.3215], [-17.3691, -14.9558, -16.6976], [-16.9424, -16.6202, -14.9735], [-15.3255, -15.8704, -15.1917], [-15.6242, -17.3896, -15.9938], [-19.9199, -11.3112, -20.1773], [-19.3788, -10.3392, -21.2439], [-18.3025, -9.6407, -20.6570], [-17.6941, -8.6413, -21.4657], [-16.6360, -7.9437, -20.5798], [-20.6093, -12.0019, -20.6083], [-19.0558, -11.8281, -19.7641], [-20.4585, -10.7675, -19.3918], [-19.0255, -10.9325, -22.0713], [-20.1157, -9.6811, -21.6655], [-17.2855, -9.1235, -22.3941], [-18.4172, -7.9280, -21.8028], [-16.0912, -7.1622, -21.1583], [-15.8381, -8.6388, -20.2773], [-17.1369, -7.5518, -19.6798], [-12.6251, -11.0396, -34.4002], [-13.4938, -12.1690, -34.7661], [-12.8006, -13.3239, -34.4231], [-13.6076, -14.4656, -34.5709], [-12.8048, -15.6790, -34.4966], [-11.6338, -11.0772, -34.8716], [-13.0232, -10.0683, -34.8208], [-12.6090, -10.9176, -33.3367], [-14.3567, -12.1053, -34.1398], [-13.8095, -12.1401, -35.8401], [-14.4398, -14.5106, -33.8457], [-14.0765, -14.3028, -35.5646], [-12.1836, -15.9131, -35.3830], [-13.5340, -16.4984, -34.3386], [-12.1719, -15.6333, -33.6157], [-12.0914, -12.2471, -24.7694], [-12.2125, -13.4761, -25.6124], [-13.5950, -13.8493, -25.7365], [-13.8602, -14.7756, -26.7752], [-15.2482, -14.6672, -27.4833], [-12.5000, -12.2647, -23.7378], [-11.0755, -12.0222, -24.6353], [-12.5888, -11.4146, -25.2539], [-11.8429, -13.4105, -26.6615], [-11.7080, -14.2655, -25.0289], [-13.0773, -14.5660, -27.5311], [-13.6426, -15.7393, -26.4348], [-15.3710, -13.7131, -27.9850], [-16.0767, -14.8267, -26.7731], [-15.3964, -15.5494, -28.1641], [-16.0786, -12.3896, -21.2756], [-15.7723, -12.0063, -19.8532], [-14.6934, -12.7904, -19.2987], [-14.4388, -12.4200, -17.9645], [-13.2073, -13.1385, -17.4630], [-16.3906, -13.4402, -21.3681], [-16.8882, -11.8291, -21.6876], [-15.2125, -12.2284, -21.9398], [-15.4354, -10.9575, -19.7662], [-16.5776, -12.1545, -19.1357], [-14.2869, -11.3218, -17.9282], [-15.2570, -12.6922, -17.3006], [-13.2565, -14.1984, -17.6546], [-13.0262, -12.9123, -16.4415], [-12.3178, -12.8614, -18.0395], [-19.0362, -17.7676, -27.8977], [-17.6606, -17.1520, -27.8282], [-16.7845, -17.3852, -29.0116], [-17.1608, -16.5267, -30.0541], [-16.1643, -16.7201, -31.1628], [-19.4302, -17.4913, -28.8773], [-19.1238, -18.8191, -27.7372], [-19.6288, -17.2783, -27.0818], [-17.6563, -16.0857, -27.7176], [-17.1013, -17.5090, -26.9777], [-18.1778, -16.7766, -30.3398], [-17.2257, -15.4872, -29.7330], [-16.3287, -16.0512, -32.0364], [-16.0885, -17.8287, -31.4509], [-15.1528, -16.5576, -30.8508], [-7.0776, -15.0467, -20.3679], [-8.1827, -16.0678, -20.6069], [-8.2039, -16.9042, -19.4818], [-9.0926, -17.9916, -19.8360], [-9.2428, -18.7607, -18.5719], [-6.8848, -14.3941, -21.2518], [-7.3120, -14.4911, -19.4672], [-6.1466, -15.5693, -20.2151], [-9.1966, -15.5664, -20.7541], [-7.9880, -16.6929, -21.5205], [-10.1050, -17.6163, -20.1156], [-8.7642, -18.5277, -20.7261], [-9.8856, -19.6722, -18.6587], [-9.6773, -18.1052, -17.8293], [-8.2688, -19.1111, -18.1542], [-10.3117, -12.9942, -19.7287], [-9.6199, -12.4457, -20.9687], [-9.7974, -13.4586, -22.0044], [-8.9467, -13.1662, -23.1736], [-8.9206, -14.4070, -24.0568], [-11.3363, -13.3265, -19.9961], [-9.7138, -13.6479, -19.1230], [-10.5470, -12.0858, -19.1506], [-10.1418, -11.4945, -21.3496], [-8.5391, -12.1516, -20.8014], [-9.4738, -12.3596, -23.6583], [-7.9679, -12.9054, -22.7723], [-8.5012, -15.2370, -23.5010], [-8.2719, -14.2063, -24.9123], [-9.8459, -14.7390, -24.5018], [-10.1363, -9.2981, -17.6658], [-11.4007, -8.9234, -18.3424], [-11.5872, -9.8189, -19.4310], [-12.7279, -9.4457, -20.2509], [-12.7268, -10.2688, -21.5175], [-10.2473, -10.2212, -17.1090], [-9.4379, -9.4711, -18.4405], [-9.8464, -8.4737, -17.0194], [-12.3199, -9.0246, -17.7266], [-11.4632, -7.8505, -18.6070], [-13.6545, -9.5650, -19.6252], [-12.7138, -8.4096, -20.5460], [-13.6580, -9.9888, -22.0159], [-12.7779, -11.3386, -21.2801], [-11.8417, -9.9590, -22.1218]],
  "mulliken_charge": [-0.7392, -0.0728, -0.5343, -0.4047, 0.9119, 0.2996, 0.4645, -0.2055, 0.4710, 0.2195, 0.3542, -0.6462, -0.1219, 2.0807, -0.4119, -0.4797, -0.5885, 0.9842, -0.8991, -0.6904, 0.1532, 0.4171, 0.3755, -0.0112, -0.2985, -0.6486, -0.7548, -0.7274, 0.6320, -0.0985, 0.1330, 0.3073, 0.3028, 0.4735, 0.1928, 0.2209, -0.6427, 0.3581, -0.3442, 0.4189, 0.4580, -0.7335, -0.4935, -0.1862, -0.7760, 0.4885, 0.1760, -0.2439, 0.2894, 0.3630, 0.4796, -0.1920, -0.8923, 1.6195, 0.2872, -0.0789, -0.0962, 0.2529, 0.3276, -0.7921, -0.5801, -0.1537, -0.2040, -0.1819, 0.3816, 1.2669, -0.0270, -0.3196, 0.3696, 0.6367, -1.2075, 0.1422, 0.5146, -0.5208, 0.5433, -0.4252, -0.0999, -0.9502, 0.3741, -0.0949, 0.7082, -0.4200, -0.7621, 0.5753, -0.6127, -0.2848, 0.4166, -0.7321, 0.3752, 0.2812, 0.2863, 0.7249, 0.7545, -0.8060, -0.4682, -0.3466, -0.8719, 0.4009, 0.8112, -1.0397, 0.3691, 0.3232, 0.2887, 0.0018, 0.5014, 1.4415, -0.5649, -0.4808, 0.9286, -0.1050, -0.1371, -0.1190, -1.2127, 0.2750, 0.1990, 0.1956, -0.9676, 2.1159, -0.6107, -0.5034, -0.4581, 0.9057, -1.3150, -0.3426, 0.4089, 0.1462, 0.3945, 0.1515, -0.1404, -0.7822, -0.8572, 0.7844, 1.0541, 0.1525, -0.6634, 0.4903, 0.2262, -0.4267, 0.0972, -1.1677, -0.1525, 0.2819, 0.2469, 0.6419, 0.7329, 0.4593, 0.0471, -0.9862, -0.8085, 0.1440, -0.0475, -0.1508, -0.9254, 0.3655, -0.2963, 0.4220, 0.0889, -0.0520, -1.1416, 1.0683, -0.4766, 0.7506, -1.2733, 0.3847, 0.3898, -0.0191, -0.6825, 0.4242, -0.6515, 0.3496, 0.3080, 0.3630, 0.3124, -1.1653, 0.1837, -0.3121, 0.1803, -0.9327, 0.4210, 0.0141, 0.3671, -0.2403, 0.5500, -0.1439, 0.5094, 0.3908, -0.0336, 0.2914, -1.0326, -0.1575, -0.3286, 0.2193, -1.3108, 0.3373, 0.3695, 0.0375, 0.2274, 0.3586, -0.0749, 0.5050, 0.3691, 0.3372, 0.2211, 1.1575, 1.2828, 0.9009, 0.8081, 1.0834, -0.8535, -0.5487, -0.4266, -0.3306, -0.8759, -0.1885, -0.6392, -0.6530, -0.0265, -0.7334, 1.2112, -0.4670, 0.5647, -0.2201, -0.9191, -0.3825, 0.0703, -0.6176, -0.4557, 0.2080, 0.3112, 0.3186, 0.1107, 0.5894, -0.2128, -1.3677, 2.6562, -0.3712, 0.6097, -0.8068, 0.3558, 0.3505, 0.2540, -1.0862, -0.8425, 0.4822, -0.5849, 0.3275, 0.3547, -0.4152, -1.3820, 0.9800, -0.4861, 0.7033, -1.5103, 0.0825, 0.2635, 0.5068, -0.1132, -0.1238, -0.2904, 0.2786, 0.3605, 0.3376, 0.3864, -0.2682, -0.0403, 1.0810, 1.5465, 0.2307, -0.3586, 0.4498, -0.0731, -0.4056, 0.2414, -1.8151, -0.1131, -0.0862, 0.0875, -0.4685, -1.1268, -0.5151, 0.0811, -0.8724, 0.4953, 0.2099, 0.2187, 0.4391, 0.3346, 0.3625, -0.0012, 0.4319, 0.4285, -0.5754, 0.0721]
}